Formula: C12H7N5O4
Source: the OMol25 dataset
Level of theory: wB97M-V/def2-TZVPD

CARTESIAN COORDINATES (ANGSTROEM)
N (-1.3895, -4.0412, 3.0788)
C (-0.9271, -2.9963, 2.8097)
C (-0.3910, -1.7021, 2.5180)
C (1.0007, -1.3598, 2.4962)
C (1.3626, -0.0092, 2.4078)
N (2.7472, 0.2937, 2.1887)
O (3.5555, -0.6282, 1.9288)
O (3.1399, 1.4949, 2.1677)
C (0.4288, 1.1581, 2.2394)
C (-0.9522, 0.6917, 2.3084)
N (-2.0470, 1.5031, 2.2292)
O (-2.1940, 2.7153, 2.2024)
O (-3.1804, 0.5775, 2.3699)
N (-2.7412, -0.7204, 2.4054)
C (-1.3621, -0.6334, 2.3658)
H (1.8278, -2.0941, 2.4887)
H (0.6409, 1.9251, 3.0344)
N (0.6818, 2.1317, 1.0213)
C (0.4828, 1.7893, -0.2877)
C (0.8246, 2.6984, -1.3081)
C (1.3573, 3.9320, -0.9616)
C (1.5438, 4.2686, 0.3785)
C (1.2166, 3.3358, 1.3497)
H (0.1762, 0.7769, -0.5734)
H (0.7107, 2.4514, -2.3709)
H (1.6201, 4.6774, -1.7069)
H (1.9762, 5.2008, 0.7209)
H (1.4957, 3.4517, 2.3968)

## Properties
Frontier orbital gap in eV: 6.2
Energy above the lowest of the compared OMol25 structures with the same formula, charge and spin in kcal per mole: 0.00
HOMO level in eV: -7.8

List of Mulliken charges in e, atom by atom: N -0.536; C -0.106; C 0.047; C -0.447; C -0.893; N 0.926; O -0.650; O -0.643; C 1.012; C -0.739; N 0.720; O -0.717; O -0.188; N -0.587; C 0.876; H 0.515; H 0.293; N 0.311; C 0.364; C -0.858; C -0.066; C -0.875; C 0.227; H 0.411; H 0.381; H 0.394; H 0.394; H 0.436

Formula: C12H8Br2F5I2O5PtSeTe
Source: the OMol25 dataset
Level of theory: wB97M-V/def2-TZVPD

CARTESIAN COORDINATES (ANGSTROEM)
Pt (0.1699, -1.1356, 0.4315)
F (-2.0296, 2.0485, -1.5907)
Te (-2.2063, 0.6528, -0.4059)
F (-2.2999, 1.9749, 0.9086)
F (-2.6636, -0.3274, -1.9315)
F (-4.0487, 0.6957, -0.1876)
F (-0.2237, 0.9523, 0.0698)
O (-1.8809, -0.8331, 0.6130)
Br (0.8784, 3.0882, -3.8324)
C (-0.0868, 1.8917, -4.9394)
C (-0.6036, 2.3956, -6.1260)
C (-1.3222, 1.5689, -6.9720)
C (-1.5245, 0.2393, -6.6283)
C (-1.0073, -0.2542, -5.4438)
C (-0.2776, 0.5628, -4.5815)
I (0.4286, -0.2770, -2.8091)
H (-0.4410, 3.4347, -6.3758)
H (-1.7247, 1.9658, -7.8948)
H (-2.0882, -0.4152, -7.2801)
H (-1.1705, -1.2873, -5.1673)
Br (-0.5014, -2.7518, 6.8189)
C (0.5062, -1.2295, 6.3150)
C (0.7490, -0.2728, 7.2928)
C (1.4786, 0.8614, 6.9837)
C (1.9649, 1.0373, 5.6954)
C (1.7202, 0.0810, 4.7265)
C (0.9871, -1.0683, 5.0219)
I (0.6741, -2.4173, 3.4716)
H (0.3609, -0.4257, 8.2901)
H (1.6635, 1.6048, 7.7480)
H (2.5343, 1.9210, 5.4393)
H (2.0937, 0.2149, 3.7198)
O (3.1113, -3.8195, 0.5562)
Se (2.0785, -2.9945, -0.3366)
O (0.4524, -3.0896, 0.2677)
O (2.1312, -1.3306, 0.0436)
O (2.1179, -3.2623, -1.9104)

## Properties
Frontier orbital gap in eV: 6.8
Energy above the lowest of the compared OMol25 structures with the same formula, charge and spin in kcal per mole: 21.81
HOMO level in eV: -6.0
Charge: -1

List of Mulliken charges in e, atom by atom: Pt 0.835; F -0.333; Te 2.118; F -0.412; F -0.363; F -0.410; F -0.602; O -0.843; Br -0.186; C 0.215; C -0.429; C -0.419; C -0.602; C -0.375; C 0.021; I 0.458; H 0.375; H 0.347; H 0.356; H 0.379; Br -0.199; C 0.210; C -0.446; C -0.414; C -0.629; C -0.296; C -0.030; I 0.408; H 0.366; H 0.347; H 0.362; H 0.404; O -0.623; Se 1.254; O -0.646; O -0.594; O -0.604

Formula: C12H8Cl4IrN3O3S
Source: the OMol25 dataset
Level of theory: wB97M-V/def2-TZVPD

CARTESIAN COORDINATES (ANGSTROEM)
Ir (0.1132, -0.2916, 0.7419)
Cl (5.0290, 3.2135, -2.8256)
C (3.8938, 2.7377, -1.6623)
C (3.8359, 3.3995, -0.4148)
Cl (4.9277, 4.6521, -0.0904)
C (2.8655, 3.0362, 0.5452)
Cl (2.7771, 3.8493, 2.0238)
C (1.9507, 1.9660, 0.2929)
O (1.0284, 1.6159, 1.0736)
C (2.1077, 1.1976, -0.9558)
O (1.4014, 0.1561, -1.0935)
C (3.0304, 1.6578, -1.9357)
Cl (3.0832, 0.8698, -3.4335)
C (-2.5498, -1.6776, -4.9300)
C (-2.6687, -1.8965, -3.4761)
C (-3.0974, -3.0834, -2.9106)
C (-3.1803, -3.1906, -1.5140)
N (-2.8008, -2.1570, -0.7436)
C (-2.4107, -1.0429, -1.2848)
S (-2.0120, 0.3553, -0.2946)
N (-2.3551, -0.8812, -2.6339)
C (-3.7085, -4.3838, -0.8432)
H (-2.7833, -2.5830, -5.4811)
H (-1.5450, -1.3579, -5.2027)
H (-3.2341, -0.8950, -5.2566)
H (-3.3853, -3.9109, -3.5407)
H (-2.0720, 0.0191, -3.0149)
H (-3.8388, -5.2173, -1.5260)
H (-4.6792, -4.1296, -0.4121)
H (-3.0816, -4.6768, -0.0033)
O (-0.2845, -2.9416, -0.0354)
N (-0.1165, -2.0280, 0.6477)

## Properties
Spin multiplicity: 5
Frontier orbital gap (alpha / beta) in eV: 7.5 / 5.0
HOMO level (alpha / beta) in eV: -14.8 / -15.2
Charge: +2

List of Mulliken charges in e, atom by atom: Ir 1.088; Cl -0.067; C 0.260; C 0.287; Cl -0.061; C 0.143; Cl -0.002; C 0.572; O -0.868; C 0.600; O -0.806; C 0.200; Cl -0.028; C -1.423; C 0.853; C -0.732; C 0.812; N -0.421; C 0.169; S -0.349; N -0.010; C -1.199; H 0.362; H 0.377; H 0.381; H 0.407; H 0.306; H 0.390; H 0.316; H 0.337; O -0.221; N 0.329

Formula: C12H8Cl5N5OPtS
Source: the OMol25 dataset
Level of theory: wB97M-V/def2-TZVPD

CARTESIAN COORDINATES (ANGSTROEM)
Pt (-0.2093, 0.1959, 0.1192)
Cl (5.3660, -0.0935, 4.7009)
C (3.8498, -0.1209, 4.0545)
C (3.7153, -0.1600, 2.6035)
Cl (5.0940, -0.2266, 1.6215)
C (2.4814, -0.1389, 2.0736)
Cl (2.2254, -0.1623, 0.3792)
C (1.2767, -0.0778, 2.9146)
O (0.1737, -0.0177, 2.4271)
C (1.4627, -0.0823, 4.3918)
Cl (0.0962, -0.0902, 5.3326)
C (2.7234, -0.0996, 4.9247)
Cl (2.9499, -0.0878, 6.6057)
N (-1.9287, -0.2377, -0.5637)
C (-3.0925, -0.4817, -0.3159)
N (-4.2725, -0.6674, -0.2342)
C (-5.3078, -1.0703, 0.4744)
N (-6.2135, -1.4262, 1.0915)
C (-2.0665, 2.4966, -2.6061)
N (-0.6254, 2.5662, -2.8132)
C (-0.0549, 2.7098, -4.1661)
C (1.4630, 2.7603, -3.9075)
N (1.5195, 2.7104, -2.4370)
C (0.3156, 2.5843, -1.8955)
S (0.0441, 2.5327, -0.1648)
H (-2.4999, 1.8233, -3.3440)
H (-2.5146, 3.4823, -2.7298)
H (-2.2794, 2.1284, -1.6107)
H (-0.4359, 3.6176, -4.6308)
H (-0.3461, 1.8610, -4.7812)
H (1.9259, 3.6672, -4.2864)
H (1.9826, 1.9050, -4.3316)
H (2.3587, 2.8556, -1.9037)

## Properties
Frontier orbital gap (alpha / beta) in eV: 3.7 / 3.8
Energy above the lowest of the compared OMol25 structures with the same formula, charge and spin in kcal per mole: 21.06
HOMO level (alpha / beta) in eV: -14.4 / -14.4
Charge: +2

List of Mulliken charges in e, atom by atom: Pt 0.696; Cl 0.020; C 0.955; C -0.361; Cl -0.089; C 0.693; Cl -0.175; C 0.290; O -0.722; C 0.616; Cl 0.002; C -0.279; Cl -0.077; N -0.492; C 0.670; N -0.345; C 0.417; N -0.319; C -0.834; N 0.159; C -0.514; C -0.530; N -0.107; C 0.229; S -0.309; H 0.324; H 0.320; H 0.233; H 0.337; H 0.339; H 0.327; H 0.299; H 0.227

What total energy values result from the calculations? In sequence: -1035.917183; -9869.760167; -3194.628600; -3628.803679 Ha.